DFT (wB97M-V/def2-TZVPD) results for a molecular structure, C29H40AsClN2O2SbSe4Tc.

Total energy = -14011.199101 Ha
Strongest force on any atom = 1.1 eV Å⁻¹

Structure (ORCA input):
```
! RIJCOSX wB97M-V def2-TZVPD def2/J DEFGRID3
* xyz 2 1
Tc -0.304 0.062 -0.072
C -1.859 1.021 3.863
N -2.244 0.441 2.580
C -2.835 -0.878 2.782
C -3.161 1.301 1.868
C -3.352 0.890 0.424
C -4.664 0.989 -0.058
C -5.019 0.658 -1.351
C -4.039 0.179 -2.209
C -2.737 0.079 -1.760
C -2.352 0.415 -0.444
H -2.720 1.153 4.534
H -1.388 1.995 3.714
H -1.143 0.363 4.358
H -3.723 -0.829 3.430
H -2.113 -1.546 3.255
H -3.133 -1.316 1.829
H -2.805 2.335 1.931
H -4.148 1.316 2.350
H -5.433 1.339 0.622
H -6.046 0.765 -1.678
H -4.281 -0.114 -3.224
H -2.001 -0.272 -2.465
Se -0.344 -5.413 1.278
Sb 1.075 -3.613 1.069
Se 0.223 -1.238 1.831
Se -0.270 -2.035 -1.062
Se 3.405 -3.459 0.762
Cl 4.298 -0.833 -2.264
C 2.810 -0.401 -3.126
C 1.648 -0.632 -2.204
O 0.938 -1.680 -2.469
O 1.425 0.171 -1.259
H 2.718 -1.028 -4.004
H 2.855 0.648 -3.406
C 3.439 -0.242 3.547
N 4.112 -0.179 2.214
C 5.423 0.534 2.306
C 3.220 0.280 1.071
C 2.264 1.386 1.396
C 2.740 2.584 1.930
C 1.885 3.610 2.307
C 0.518 3.452 2.149
C 0.026 2.278 1.591
C 0.885 1.267 1.178
H 4.169 -0.580 4.278
H 2.627 -0.951 3.485
H 3.071 0.746 3.805
H 4.296 -1.162 1.961
H 5.274 1.497 2.786
H 5.831 0.662 1.307
H 6.096 -0.070 2.911
H 2.686 -0.616 0.782
H 3.899 0.538 0.261
H 3.809 2.729 2.061
H 2.289 4.520 2.731
H -0.166 4.234 2.457
H -1.049 2.163 1.465
C 1.183 3.303 -1.566
As -0.450 2.262 -1.603
C -0.644 1.928 -3.503
C -1.836 3.578 -1.162
C -2.168 4.462 -2.330
C -1.476 5.651 -2.543
C -1.766 6.446 -3.644
C -2.751 6.059 -4.541
C -3.455 4.881 -4.326
C -3.164 4.086 -3.228
H 0.981 4.266 -2.036
H 1.961 2.790 -2.127
H 1.506 3.449 -0.540
H -0.449 2.859 -4.035
H -1.653 1.597 -3.724
H 0.071 1.167 -3.811
H -1.432 4.152 -0.328
H -2.698 3.018 -0.814
H -0.730 5.979 -1.828
H -1.232 7.376 -3.793
H -2.985 6.682 -5.395
H -4.240 4.589 -5.013
H -3.725 3.173 -3.053
*
```

***

DFT (wB97M-V/def2-TZVPD) results for C4H8O3 in the gas phase.

Total energy = -382.879272 Ha
SMILES = C=C(O)OCCO
Strongest force on any atom = 2.6 eV Å⁻¹

Structure (ORCA input):
```
! RIJCOSX wB97M-V def2-TZVPD def2/J DEFGRID3
* xyz 0 1
C 2.269 1.045 0.541
C 1.000 0.690 0.231
O -0.062 1.533 0.456
O 0.818 -0.537 -0.355
C -0.333 -1.305 0.009
C -1.555 -1.000 -0.856
O -2.276 0.129 -0.350
H 3.073 0.400 0.247
H 2.509 1.966 1.068
H 0.210 2.288 0.990
H -0.566 -1.119 1.060
H -0.027 -2.345 -0.090
H -1.187 -0.755 -1.884
H -2.250 -1.837 -0.889
H -1.624 0.847 -0.178
*
```

***

DFT (wB97M-V/def2-TZVPD) results for 2 unconnected molecules or ions with the total composition C3H10N4.

Total energy = -339.184263 Ha
SMILES = C#CCN.NNN
Strongest force on any atom = 2.3 eV Å⁻¹

Structure (ORCA input):
```
! RIJCOSX wB97M-V def2-TZVPD def2/J DEFGRID3
* xyz 0 1
C -2.404 0.958 0.738
C -2.036 0.752 -0.386
C -1.335 0.454 -1.710
N 0.045 0.839 -1.782
H -2.769 1.135 1.709
H -1.424 -0.616 -1.925
H -1.967 1.120 -2.337
H 0.617 0.275 -1.153
H 0.168 1.818 -1.540
N 2.527 -1.134 0.464
N 1.130 -0.952 0.459
N 0.656 -0.300 1.640
H 2.861 -1.525 1.348
H 2.960 -0.222 0.349
H 0.709 -1.875 0.329
H -0.180 0.225 1.402
H 0.441 -0.951 2.395
*
```

***

DFT (wB97M-V/def2-TZVPD) results for a molecular structure, C4H8O2.

Total energy = -307.587507 Ha
Strongest force on any atom = 2.9 eV Å⁻¹

Structure (ORCA input):
```
! RIJCOSX wB97M-V def2-TZVPD def2/J DEFGRID3
* xyz 0 1
C -1.766 -0.363 1.113
O -0.500 -0.798 0.662
C 0.068 -0.046 -0.357
C 1.121 1.111 -0.097
O 1.814 0.711 -1.280
C 1.259 -0.606 -1.080
H -1.728 0.619 1.608
H -2.507 -0.317 0.299
H -2.101 -1.107 1.840
H -0.723 0.316 -1.057
H 1.759 0.959 0.784
H 0.344 1.833 -0.116
H 1.834 -1.154 -0.319
H 1.127 -1.158 -2.002
*
```

***

ΔE to the lowest compared entry with this formula, charge and spin in kJ/mol, matching the order above: 0.00 224.60 377.25 327.99